ORCA calculation (ωB97M-V/def2-TZVPD) on a gas-phase ion, C2H8N4O (charge +2) at a distorted geometry.

CARTESIAN COORDINATES (ANGSTROEM)
C1 1.345 -0.113 1.139
C2 -1.172 -0.908 -0.995
N1 1.319 1.075 0.334
N2 0.023 -0.852 1.109
N3 0.436 1.355 -0.660
N4 -1.084 -0.441 0.285
O1 2.254 -0.522 1.816
H1 -0.251 -1.183 -1.387
H2 -1.859 -1.684 -1.343
H3 -1.560 -0.086 -1.587
H4 2.099 1.769 0.558
H5 -0.275 -1.091 2.121
H6 0.477 2.344 -0.965
H7 0.134 0.625 -1.346
H8 -1.884 -0.289 0.921

Calculated values
Total energy, eV: -10187.54055
Net charge: +2
HOMO (spin up / spin down), eV: -20.9 / -20.7
Energy relative to the best compared isomer or geometry (same formula, charge and spin), kJ/mol: 506.7
HOMO-LUMO gap (spin up / spin down), eV: 8.18 / 8.16

These are the Löwdin partial charges, in e, on atoms 1 to 4:
1. C -0.325
2. C -0.046
3. N 0.166
4. N 0.197